Entry from the Open Molecules 2025 dataset: a cluster of 13 separate species, C19H66BF3N4O15P in total in a non-equilibrium geometry (ωB97M-V/def2-TZVPD).

Output
HOMO, eV: -11.1
E_tot, Ha: -2776.466109

```
! wB97M-V def2-TZVPD RIJCOSX def2/J DEFGRID3
* xyz 1 1
C -1.9789 3.0551 -5.3984
N 2.6392 1.4005 1.0925
F -0.9347 2.3900 -1.9913
O 5.1587 0.6326 -0.9911
H -2.9685 -0.0524 5.4423
H 3.6850 0.3465 -2.4350
H -2.6140 2.1720 -5.5147
H -6.3944 -3.6515 2.0740
H -1.1523 0.9350 1.6654
O -0.6765 2.7000 -4.9471
N -0.4791 -1.6176 3.1917
H -3.9227 -1.7550 3.3462
H 2.2110 2.1605 -7.1635
B -1.8822 -2.1944 2.9181
O 6.7044 -2.2963 -7.0767
H -1.5440 6.0470 -3.1061
H 4.1165 1.6323 -5.9301
H 0.1947 -4.6725 -0.4337
H 4.8196 -1.4509 -6.8117
F -2.2230 0.6188 -1.7621
C 4.9198 -3.9628 -4.0330
H -1.1689 3.8244 6.1812
C -1.5168 1.5688 -1.0873
C -5.5419 -0.1832 -1.1881
H -2.9657 -0.2800 2.9886
H -6.1378 -0.8003 -0.5209
C 5.8507 -1.1478 -6.9937
N -0.2609 -0.8475 1.0355
H 0.1473 -1.3699 6.3359
H 5.1638 2.8823 4.1021
O -2.2605 -3.3011 -0.1074
H 5.9052 -0.5682 -7.9163
O -1.9486 -3.5419 2.8192
H 5.3082 -3.2205 -4.7249
C 2.4634 1.1500 -6.8342
H -4.3851 1.3578 -1.0080
O -4.9027 0.8237 -0.4060
O 0.0766 -1.9194 4.4209
C 1.0681 -4.9718 0.1520
H 5.4603 4.9185 3.0071
H -1.5084 -3.9633 3.5671
C 4.3287 -0.2340 -1.7681
H 2.1851 0.4467 -7.6144
H -0.6197 -1.6987 0.6113
C -0.5520 -1.2243 5.5306
H -3.6594 -2.6857 -1.4650
H 5.7548 -4.4157 -3.4932
H -0.5416 0.6072 4.3471
H -3.1076 5.7119 -2.3149
H 2.8142 1.3347 3.5534
H -0.8701 4.8175 4.0903
H 4.9252 -0.9319 -2.3555
H -2.4541 1.5606 5.0217
H -4.7836 -0.7988 -1.6732
H -2.2694 7.2451 -2.0199
H -3.4705 -1.3692 1.7126
H -2.4591 3.7592 -4.7110
H -0.1532 0.8000 6.0120
F -2.4019 2.2929 -0.3494
H -0.7680 2.2774 -4.0915
H -1.3139 4.7161 -1.2131
H -6.1946 0.2561 -1.9448
C -3.6387 -3.1283 -0.4751
H 3.6866 -3.9500 -2.5190
H 6.1914 -0.5335 -6.1665
N 1.5259 -0.6286 2.5601
H 1.8529 -1.0679 3.4182
O -1.4398 5.6533 -1.0601
H 3.7047 -0.7973 -1.0809
H -2.0961 0.0003 0.5615
O -1.9654 4.0011 5.6767
H 0.7475 -5.4216 1.0964
H -1.8702 3.5350 -6.3666
H -2.5723 5.2949 4.2206
O 4.0330 -3.2984 -3.1310
O -5.4398 -3.5938 2.1527
H -3.8993 -4.7394 2.8272
O 1.8968 -3.8321 0.3817
H -2.2515 -3.7125 0.7625
H -1.4603 -1.7277 5.8394
H -4.1403 -2.4649 0.2307
H 3.5899 1.7242 1.2087
H -2.3117 1.0708 6.6604
C 0.2437 -1.0152 2.3080
H 1.6388 -5.7046 -0.4090
C -1.0832 0.3073 0.7902
O -0.5602 1.0339 -0.3080
H 6.3935 -2.8284 -7.8107
C 5.0054 4.0436 2.5404
H 4.1923 4.3669 1.8972
O 4.4482 3.1695 3.5308
H 0.8208 1.8425 2.6027
H -5.4079 -4.9722 3.7280
H 5.7511 3.5238 1.9359
H 5.7142 1.1331 -1.5905
P 1.9857 1.0786 2.4504
H -4.1544 -4.0886 -0.5021
C -0.8014 0.2620 5.3372
C -1.6703 5.0834 4.7864
H 1.8983 0.9156 -5.9286
C -3.1406 -1.3169 2.7447
H 4.3880 -4.7318 -4.5993
C -2.1276 6.1825 -2.1918
H 1.3623 -3.2046 0.8653
H -5.2264 -5.6643 2.0944
O 3.8669 1.0122 -6.6176
H -1.3822 5.9784 5.3398
C -4.9773 -4.8162 2.7357
C -2.2351 0.7111 5.6492
*
```

Entry from the Open Molecules 2025 dataset: a cluster of 16 separate species, C19H66F3O17 in total in a non-equilibrium geometry (ωB97M-V/def2-TZVPD).

Output
HOMO, eV: -5.7
Relative energy (zero: lowest compared OMol25 entry of this formula, charge and spin), kcal per mole: 90.5
E_tot, Ha: -2341.853700

```
! wB97M-V def2-TZVPD RIJCOSX def2/J DEFGRID3
* xyz -1 1
C -4.4587 -2.3638 -0.5807
H -0.4930 -0.6858 5.6764
H 2.1192 0.3681 -0.0577
H -4.2292 0.9023 -1.8227
H -1.3983 3.6807 1.5953
H 1.1639 3.1967 2.4247
H -1.6338 0.6661 -1.6153
H -3.0784 -0.1505 3.9379
H 3.4748 2.2556 0.8467
H 0.2830 -3.7642 -0.0506
H -0.5704 -2.8627 -1.2459
F -1.2641 3.5745 -1.1869
O 2.4131 -3.3903 3.7612
C 3.4573 -0.6633 2.6436
H -5.0538 -3.0717 -0.0057
C 4.0344 2.9112 0.1791
H -3.8286 0.8970 2.6909
H -4.6498 -1.4255 0.0063
O -2.3647 0.1703 -1.1420
C -0.8671 -1.5634 -3.4888
H -0.7829 -4.1661 3.2811
H 1.6057 2.5854 -4.8432
H 3.3010 1.7181 -3.4449
H 1.0974 -0.7998 -1.2013
H 3.6301 0.4230 2.4174
C 0.0582 3.2810 -1.0704
H 4.6021 3.5423 0.7295
H 4.2702 0.1324 -3.6389
H 0.6195 -0.4784 2.0098
O 4.5772 -0.8459 3.3473
H -0.3448 -1.5174 0.9690
C -3.4859 1.0308 -1.0257
H 3.5133 -1.1352 1.7093
C 2.1017 -3.8929 2.5173
H 1.3052 -1.8313 1.1499
H 1.4105 1.9662 -6.4978
H 1.6110 0.5684 -3.1395
H -2.6073 3.5320 -4.4361
C 1.6633 2.3779 2.8346
O -1.0272 1.6423 1.8399
H 2.7811 -3.5127 1.8266
H -2.3800 -3.2889 3.2019
H -0.2951 -4.7382 -1.3341
H -2.5697 2.7625 2.6819
C 0.3161 -0.9421 5.0558
O -0.0803 1.4655 -2.5454
O 0.7657 -2.2421 5.3584
H -3.9694 0.8518 -0.0808
O -3.1712 1.6211 -5.2378
C -1.9199 2.7441 1.7989
O 0.8853 1.7372 3.7501
H -2.6554 2.6709 1.0390
H 2.6578 2.6519 3.1948
H 4.5990 -0.1147 3.9343
O -2.7218 -0.8793 2.0652
O -1.1622 -0.3302 -4.1601
H -3.8317 2.6297 -3.5948
C 0.1554 -3.7394 -1.0791
C 0.4438 1.8206 -1.3454
H -0.6323 1.3068 0.9992
O 2.2595 -0.0441 -3.5046
H -0.8658 -2.4274 2.7268
H -0.0813 -0.8969 4.0361
O 0.1993 0.8808 -0.3605
H -3.1783 1.9652 -0.8954
H -1.5824 -1.6431 -2.7007
C -2.9556 2.4836 -4.1983
H -2.1356 -2.9846 0.9608
O 4.8185 2.1734 -0.8303
H -4.9505 -2.3719 -1.5516
H 1.1728 -0.2548 5.1427
C 0.6246 -1.0101 0.9695
H -0.9812 0.3894 -3.5201
H 1.5756 1.8779 -1.4196
H 2.1885 -5.0157 2.6127
H -2.2317 1.9932 -3.5592
O 1.1489 -3.3159 -2.0145
H 1.1118 -3.5407 2.2128
H 1.3857 -2.5566 4.7145
F 0.4375 3.4873 0.1726
H 3.5607 0.6307 -2.0725
O -1.6649 -3.7394 1.3685
C 0.9154 2.5178 -5.7437
O -0.2484 1.7803 -5.4326
H -0.3444 1.8980 -4.4538
H 2.4702 -0.8905 3.1014
H -0.9722 -2.2937 -4.2863
H 1.7120 1.6214 2.0714
H 1.8602 -3.0216 -1.4483
H 0.5564 3.5209 -6.1043
O -3.1011 -2.4812 -0.5830
C 3.3946 0.6435 -3.1467
F 0.9341 4.0234 -1.8604
H 3.2315 -3.8435 4.0113
H 0.0009 1.8679 3.3701
C -3.5261 -0.1296 2.9648
C 1.1595 -0.1690 -0.2355
H 0.1613 -1.4917 -3.0727
H -3.9040 1.0314 -4.9523
H -4.4880 -0.5567 3.1661
H 3.2972 3.5433 -0.2633
H 5.7405 2.3764 -0.8170
H -1.9725 -0.2860 1.9303
C -1.4292 -3.4083 2.7242
H -2.6934 -1.6213 -0.8312
*
```

Entry from the Open Molecules 2025 dataset: a cluster of 14 separate species, C19H66N6O14 in total in a non-equilibrium geometry (ωB97M-V/def2-TZVPD).

Output
HOMO, eV: -7.5
Relative energy (zero: lowest compared OMol25 entry of this formula, charge and spin), kcal per mole: 50.4
E_tot, Ha: -2145.159610

```
! wB97M-V def2-TZVPD RIJCOSX def2/J DEFGRID3
* xyz 0 1
N -1.2021 -21.8926 -19.1864
C 0.4223 -20.5642 -13.7314
H 0.7161 -24.4536 -16.0908
O -4.9470 -25.4641 -18.0841
H 1.9377 -23.0509 -12.6759
H -2.9399 -22.2645 -17.0414
H 1.1185 -25.0548 -11.8548
H -2.2621 -22.5935 -11.9979
O 0.6114 -26.4470 -10.5791
H -4.5909 -21.9971 -16.6074
C 0.2188 -19.8634 -17.1087
H 2.8051 -26.6991 -14.7741
N -5.0185 -24.1504 -13.5103
H -1.5127 -29.8797 -16.5462
C 2.8869 -22.8259 -12.2170
O 0.7041 -22.8812 -18.3184
H 0.0468 -23.9613 -14.5442
H 1.0105 -18.2471 -18.1822
H 3.8265 -22.6120 -18.1485
H 0.1999 -21.1410 -14.5728
H -2.3491 -21.0849 -14.9896
H -0.2533 -22.9217 -16.0074
H 0.3465 -26.2694 -20.5819
C 3.4230 -22.6034 -16.1580
O 1.5994 -19.8896 -14.0406
N 3.1298 -22.8135 -17.4061
C 0.0834 -18.8046 -18.1400
H 3.9250 -22.5860 -10.5978
H -4.0206 -26.9536 -18.9846
C 0.7682 -26.4507 -18.3837
N -1.3571 -23.9783 -18.7185
H 4.7024 -24.6088 -14.5882
H -0.4764 -18.8150 -19.8784
C -0.1553 -23.9700 -15.6179
C -1.3006 -23.0836 -11.8377
H -4.8614 -23.8629 -14.4596
H 2.1296 -22.7879 -17.6135
H 3.1478 -21.8133 -12.5055
H 0.2658 -25.9802 -13.8335
H 2.1110 -26.4479 -12.0767
H -0.5585 -19.1698 -12.3927
H -3.8578 -21.6295 -14.2887
H 3.5855 -23.5699 -12.6408
H 2.6502 -25.4635 -15.7717
H 2.3515 -25.0448 -14.1774
H -0.8627 -18.8933 -14.0499
H 1.3011 -26.1452 -9.9286
O -3.9235 -23.8588 -16.0957
H -0.6767 -20.3949 -16.9483
H -3.0853 -29.2838 -16.6772
C -4.1427 -26.6264 -17.9335
O -0.5805 -26.4815 -18.0738
C -3.6313 -22.4702 -16.2549
C -0.5960 -22.9181 -18.7002
H -0.5470 -22.3705 -11.4304
H -2.8900 -24.7969 -14.6239
H -5.9973 -24.2355 -13.1277
C -0.7788 -19.6745 -13.3200
O 3.0319 -22.9070 -10.8447
O 0.0208 -19.4493 -19.3245
H 1.0949 -20.5096 -17.1051
H -0.8442 -24.8372 -18.5167
H 2.0303 -26.2173 -19.9283
H 0.2755 -19.2834 -16.1750
O 4.3925 -25.5158 -14.5513
C 1.0873 -26.0982 -11.8698
H -0.9356 -23.4582 -12.7557
H -0.7513 -18.1119 -17.8619
H -1.9148 -28.5543 -17.7418
H -0.6042 -20.9824 -19.0306
O -1.6282 -24.1027 -11.0209
H -4.3185 -24.2562 -16.9374
H -2.0919 -21.8174 -19.7036
H 2.0670 -20.3514 -14.7400
H -4.4655 -27.4720 -17.2872
O -4.2723 -25.4302 -11.6208
C -2.0830 -28.9578 -16.7000
C -3.0546 -21.9622 -14.9779
N 4.7231 -22.4206 -15.9446
O -1.3023 -24.6809 -16.0490
H -2.5303 -22.6998 -14.4738
H 1.1679 -27.4477 -18.3006
H -3.1741 -26.2258 -17.4977
H 5.0270 -22.3036 -14.9324
O 2.5239 -22.4631 -15.1216
H -2.5554 -27.2174 -15.7526
H -2.2835 -25.5622 -13.0771
H 1.0144 -24.7945 -19.7799
H -1.4798 -24.2430 -16.8510
H -0.9087 -26.4228 -12.4662
H -0.6738 -26.8228 -17.2101
N -3.0507 -25.1361 -13.6414
H -2.3060 -24.0257 -19.1747
O -1.7953 -27.8295 -15.7900
C -4.1120 -24.8852 -12.9603
H -1.7198 -20.2585 -13.1414
H 1.2340 -25.8434 -17.6212
H -5.9078 -25.5783 -18.1399
H 5.4295 -22.7822 -16.5615
H 0.2760 -27.5904 -13.1321
C 0.0950 -26.5386 -12.8861
H 0.7397 -21.1721 -12.9441
C 0.9999 -25.8780 -19.7451
H -0.8461 -24.2751 -10.5725
C 3.0085 -25.6743 -14.8003
*
```

Entry from the Open Molecules 2025 dataset: a cluster of 16 separate species, C19H70N14O16 in total in a non-equilibrium geometry (ωB97M-V/def2-TZVPD).

Output
HOMO, eV: -8.4
Relative energy (zero: lowest compared OMol25 entry of this formula, charge and spin), kcal per mole: 300.9
E_tot, Ha: -2736.180974

```
! wB97M-V def2-TZVPD RIJCOSX def2/J DEFGRID3
* xyz 0 1
C 17.1620 22.9890 -2.3700
H 18.4990 23.2210 -0.7000
H 22.6290 16.6700 5.1900
H 21.9010 18.3290 -1.6710
N 17.7370 20.4920 3.5220
O 22.7430 15.0920 1.4230
N 18.9160 18.1750 -2.0210
H 21.5020 19.9470 4.6830
H 22.0830 17.0130 1.4240
N 20.3370 18.4490 0.4360
H 18.5930 24.4470 -2.6490
O 17.2880 21.9010 1.7320
C 22.9520 23.5430 2.7140
H 22.9580 24.0060 3.6440
H 18.9180 21.0350 6.0540
H 22.6900 21.7830 3.5670
H 17.6100 13.7810 0.3590
H 18.6340 12.3930 0.5240
C 20.6770 20.6580 4.8060
H 17.6610 19.6010 0.5750
N 17.8210 23.8980 -2.9900
O 16.0350 22.3110 -2.8940
O 19.5970 15.4920 -2.1280
H 20.6120 16.6440 2.9490
O 20.0770 20.7930 0.0570
C 23.6630 16.9640 3.6290
C 19.5330 24.5380 3.4630
H 18.2970 18.8110 1.9640
C 20.5890 19.6960 0.7660
O 23.0880 23.2330 -2.3560
H 19.8010 13.4880 -1.9300
H 20.6710 12.8610 1.7020
H 19.7480 18.2850 -0.4190
H 23.4660 17.4170 -2.1190
H 23.4040 15.2930 2.1020
C 17.6910 18.5180 -1.5770
H 22.6230 24.1550 -0.7100
N 24.7110 16.5160 2.9560
H 20.1560 20.9230 3.8720
H 21.6450 20.8880 1.9910
H 20.5970 17.6320 0.9700
N 17.5920 19.7880 -1.1930
H 19.0700 17.2320 -2.3770
H 25.0980 15.6150 3.1700
C 20.2520 21.1700 -3.0000
N 21.5400 19.8900 1.6930
N 20.5870 13.7710 1.1920
H 21.7880 16.6280 -1.9920
H 25.7150 20.3160 0.9600
O 18.6310 17.2940 2.8830
C 19.1360 14.1960 -2.4220
H 22.1150 22.5800 -0.5890
H 18.4510 26.1910 3.5920
H 21.1830 21.5770 5.0500
H 21.4400 14.3500 1.3420
O 18.9180 19.1790 5.8090
C 20.6290 21.3750 -4.4830
N 18.4340 25.1820 3.1900
H 20.9250 20.5370 -2.4470
H 23.3380 16.6330 0.3560
C 22.9710 23.1830 -0.9760
H 17.6490 23.8950 -3.9710
H 18.8210 22.8590 2.4260
H 17.5620 24.9520 2.6320
O 22.2160 22.3540 2.9550
C 22.3650 16.2550 0.7500
C 22.3870 17.5350 -2.2900
H 24.8070 19.7060 2.3000
N 19.4950 23.3040 2.9990
N 23.3640 16.2250 4.6230
H 19.6010 15.5840 -1.1200
O 19.3190 15.6210 0.6970
C 19.9340 17.3950 3.4390
H 23.9190 23.3940 2.2500
O 23.0180 18.2390 3.3950
H 25.1600 16.9710 2.1330
H 19.1750 20.8390 -2.9160
H 21.0840 18.0720 -5.1550
H 22.5460 21.5420 -5.1600
H 22.9340 17.1260 -4.4770
H 16.6880 20.2320 -0.9080
C 24.7370 20.2720 1.3470
H 19.8370 21.8820 -5.0410
H 19.0530 13.8860 -3.3820
H 23.4190 15.1310 4.6220
C 17.5700 20.6570 2.2800
N 17.5980 22.7860 -1.1050
C 22.3330 17.8290 -3.8410
H 21.6320 16.0130 -0.0250
O 21.0160 17.8960 -4.2480
C 19.4780 14.2560 0.8260
H 24.3130 21.2360 1.6040
O 16.6450 17.6540 -1.4470
H 18.4290 20.3460 -1.1120
H 20.4120 22.7470 3.2700
H 20.2820 22.0990 -2.5290
H 19.9080 17.2810 4.4840
N 18.5640 13.4200 0.5310
H 23.0370 19.4330 0.9430
H 17.9970 19.6590 4.0730
H 17.1840 22.0640 -0.5560
H 19.5530 18.8270 -2.4750
O 23.8680 19.6100 0.4910
H 20.1830 20.2250 6.9440
H 23.8560 22.9910 -0.3250
H 22.3160 24.1770 2.0780
O 20.5420 25.0780 4.2330
H 22.5800 22.5200 -2.7190
H 20.3180 18.4140 3.4110
C 19.7240 20.3120 5.9620
H 18.1800 14.0320 -1.9640
H 21.8510 19.2280 2.3170
H 17.6950 21.3490 4.0820
H 20.7260 20.3180 -4.8430
O 21.9470 22.0110 -4.6040
H 18.5330 18.9750 6.6730
H 22.7150 18.8530 -3.9880
H 18.7180 16.8870 2.0090
N 17.7010 19.5540 1.5810
*
```